{
  "formula": "H12O6",
  "method": "wB97M-V/def2-TZVPD",
  "species": ["O", "H", "H", "O", "O", "H", "H", "H", "H", "O", "O", "H", "H", "H", "O", "H", "H", "H"],
  "coordinates": [[9.555, -20.775, 4.537], [14.376, -24.706, 4.590], [4.524, -18.217, 6.340], [9.477, -17.758, 8.871], [5.078, -18.196, 7.121], [12.219, -20.319, 0.052], [10.004, -18.352, 8.335], [6.796, -17.634, 1.376], [10.232, -21.373, 4.221], [13.429, -24.579, 4.523], [13.011, -20.774, 0.340], [9.220, -20.353, 3.746], [12.768, -21.700, 0.343], [5.201, -19.117, 7.352], [6.525, -18.502, 1.077], [8.809, -17.424, 8.272], [13.113, -25.362, 4.072], [5.716, -18.679, 1.558]],
  "forces_ev_per_angstrom": [[-0.11, 0.05, 0.22], [0.25, 0.02, 0.05], [-0.15, 0.04, -0.18], [0.05, 0.06, 0.24], [0.10, 0.21, 0.07], [-0.18, 0.16, -0.09], [0.15, -0.18, -0.13], [0.10, 0.24, 0.04], [0.23, -0.18, -0.02], [-0.15, 0.18, 0.04], [0.18, 0.09, 0.07], [-0.12, 0.14, -0.20], [-0.01, -0.25, 0.02], [0.07, -0.24, 0.12], [0.14, -0.16, -0.12], [-0.22, 0.09, -0.13], [-0.12, -0.20, -0.10], [-0.22, -0.08, 0.09]],
  "nbo_charge": [-0.94, 0.47, 0.47, -0.94, -0.94, 0.47, 0.47, 0.47, 0.47, -0.94, -0.93, 0.47, 0.47, 0.47, -0.94, 0.47, 0.47, 0.47],
  "orbital_gap_ev": 11.51,
  "charge": 0,
  "e_lumo_ev": 0.25,
  "de_lowest_kj_mol": 177.2,
  "energy_ha": -458.60500
}